Density functional theory data (wB97M-V/def2-TZVPD) for an isolated molecule of C4H9NO2S.

ORCA input file:
```
! wB97M-V def2-TZVPD RIJCOSX def2/J DEFGRID3
* xyz 0 1
O -2.122 0.363 0.034
C -1.045 0.154 0.556
C 0.209 -0.082 -0.262
C 0.004 0.141 -1.751
S 1.085 -0.970 -2.708
N -0.910 0.084 1.913
C 0.324 0.001 2.633
O 1.035 1.228 2.758
H 0.559 -1.099 -0.092
H 1.066 0.500 0.094
H -1.033 -0.059 -2.013
H 0.204 1.156 -2.064
H 0.820 -0.425 -3.902
H -1.755 0.171 2.451
H 0.976 -0.752 2.196
H 0.091 -0.281 3.660
H 0.946 1.741 1.944
*
```

Summary:
F_max in eV/A: 0.7
Total energy in Ha: -761.239907
SMILES: O=C(CCS)NCO
Energy relative to the best compared isomer or geometry (same formula, charge and spin) in kcal per mole: 14.8
Orbital gap in hartree: 0.3610